1.
Entry from the OMol25 dataset: a structure of composition C34H54MgN4P2Si2 at a distorted geometry (ωB97M-V/def2-TZVPD).

Element x y z (Å)
C (4.13584, -2.71689, 3.89029)
C (-1.13541, 3.73174, 2.25320)
C (-4.84664, -0.90818, -3.68774)
Si (2.57650, -1.68232, 3.88350)
H (-4.39767, -0.18702, -6.26138)
H (-0.96836, -2.06345, -5.15689)
C (1.12344, -2.77918, 3.34875)
H (3.71260, 3.57002, 2.22022)
N (0.53604, -1.65785, -1.19837)
C (-0.87048, 5.09296, 2.18012)
C (-3.84535, 1.86367, 0.31707)
C (2.80801, 2.01413, 4.79493)
C (5.34418, 1.12064, 3.42773)
H (-1.44350, 0.19251, -5.64298)
C (-0.56787, 5.39963, 0.81735)
C (4.44672, -0.80135, -2.90547)
H (-6.03603, 1.64832, 0.54879)
C (-4.68934, 0.22748, 1.66049)
C (-4.40092, -2.60747, -5.60318)
C (0.05006, -2.71463, -0.41329)
H (-4.47420, -2.03942, -6.54072)
H (4.02141, -3.54842, 4.59988)
H (3.65571, 2.37668, 0.91021)
C (-0.63608, -3.59581, -1.23183)
H (2.15437, 2.87432, 1.72402)
H (2.29106, -1.19571, -3.28222)
H (-3.50403, 1.26633, -5.79837)
C (-5.03397, 1.31745, 0.79189)
P (1.30303, -0.21651, -0.51108)
H (-0.45344, 4.01163, -0.94017)
H (5.56842, 0.41855, 4.23731)
H (0.13355, -2.34020, 3.53506)
H (-0.21999, -0.29297, 4.52204)
H (1.75965, 2.33699, 4.69860)
H (1.17818, -3.72484, 3.90327)
N (-1.02079, 3.18162, 0.96636)
H (-1.25069, 2.32393, -1.59647)
H (3.24669, -0.70421, 1.76936)
H (0.35764, -1.19890, -3.30857)
N (2.85704, -0.43788, -1.32831)
H (-1.38287, 3.10181, 3.08996)
Si (3.48390, 1.30428, 3.17290)
H (1.21797, -3.00695, 2.28121)
C (3.08949, -0.85681, -2.64320)
C (-2.26981, -0.47095, -5.95671)
H (6.14794, -0.15510, -1.58939)
Mg (0.65245, -0.00175, 2.10956)
H (0.24271, -2.73642, 0.64741)
H (-1.03228, -3.49712, -3.45242)
C (2.72869, -0.30192, 2.65087)
H (1.47853, -0.49360, 5.84506)
H (-0.38569, 1.44886, 4.08001)
H (5.00026, -2.11609, 4.20102)
C (-0.60689, 0.41882, 3.76771)
H (-0.86207, 5.78682, 3.00548)
H (-5.37937, -0.39631, 2.20802)
H (1.99446, -2.14066, 6.25055)
C (5.09020, -0.31383, -1.72033)
H (5.84073, 0.76769, 2.51769)
H (-4.76550, -3.62437, -5.81677)
H (-1.63348, 0.59629, -1.45935)
N (-2.77634, 1.15884, 0.88215)
H (-2.22571, -0.52071, -7.06471)
C (-3.61886, 0.19136, -5.58355)
H (-5.20296, -0.91756, -2.65212)
C (-5.39206, -2.00129, -4.56905)
H (-6.26539, -1.64718, -5.15303)
H (5.75529, 2.10103, 3.69644)
H (3.40079, 2.90547, 5.07010)
C (-2.97068, -2.74765, -5.16538)
C (-0.64250, 4.21496, 0.10190)
P (-1.05166, 1.43803, 0.67961)
C (-0.92321, 1.37953, -1.13744)
H (-5.75927, -2.81198, -3.91709)
H (-3.66179, 2.67007, -0.37602)
C (-3.30729, 0.12639, 1.66994)
H (-1.69093, 0.30098, 3.71096)
H (4.34389, -3.12867, 2.89390)
C (0.51908, 1.04634, -1.59326)
C (0.12679, -1.89047, -2.50901)
H (-0.29829, 6.36930, 0.41951)
C (2.27532, -1.23172, 5.69592)
H (4.90537, -1.08723, -3.84183)
H (1.16298, 1.93942, -1.50738)
H (-2.64242, -0.57313, 2.15505)
H (-2.72552, -3.70971, -4.69984)
C (-4.05588, 0.06680, -4.13996)
H (2.87051, 1.30197, 5.63074)
C (3.21853, 2.64482, 1.88091)
C (-0.57996, -3.08007, -2.56343)
H (-3.72384, 0.87883, -3.47928)
C (4.09764, -0.08844, -0.77314)
H (-1.14885, -4.49961, -0.92370)
H (3.19833, -0.84121, 6.14411)
C (-2.01837, -1.82527, -5.35975)
H (0.53487, 0.73825, -2.65162)
H (4.15767, 0.26143, 0.24668)

Cartesian forces, eV/Å:
0.0 -0.4 0.0
0.3 0.8 -0.7
-0.1 0.5 -0.2
0.0 0.5 -0.1
0.2 0.3 0.4
-0.4 0.0 0.2
0.1 -0.3 0.2
-0.2 -0.2 -0.2
-0.6 0.2 0.5
-0.1 -1.2 -0.3
-0.5 -0.6 0.6
0.0 0.1 0.0
-0.1 0.3 -0.1
-0.3 -0.2 -0.2
0.0 -1.1 -0.2
-0.9 0.2 0.7
0.2 0.0 0.0
1.1 0.2 -0.4
-0.4 -0.3 -0.1
-0.3 0.0 -1.0
0.2 -0.4 0.3
0.2 0.1 -0.2
-0.1 0.1 0.1
0.4 0.5 0.3
0.1 0.0 0.1
0.2 0.0 0.2
-0.1 -0.3 -0.1
1.3 0.2 -0.2
0.8 -1.9 -2.8
0.0 0.2 0.1
0.0 0.1 -0.1
0.2 0.0 0.0
-0.3 0.5 0.0
0.2 -0.1 0.0
-0.2 0.0 -0.2
0.5 0.0 0.5
-0.1 -0.4 0.1
0.1 0.0 0.2
-0.2 -0.2 0.2
0.3 0.5 0.4
-0.1 0.0 0.0
0.0 -0.6 0.3
0.0 -0.1 0.1
0.7 0.1 0.1
0.2 0.3 -0.1
0.0 0.0 0.1
0.6 0.1 1.2
0.0 -0.1 -0.1
0.2 0.0 0.3
-0.5 0.3 0.4
0.2 -0.1 0.0
0.0 -0.2 0.2
-0.2 -0.1 -0.1
0.1 -0.5 -0.1
-0.1 -0.1 0.0
0.1 0.0 -0.1
0.1 0.2 -0.1
-1.2 0.1 0.4
0.0 0.0 0.1
0.0 0.3 -0.1
0.3 0.2 0.1
0.1 -0.5 0.1
0.1 0.0 0.5
0.0 0.5 -0.1
0.3 0.1 -0.3
-0.1 -0.4 0.0
0.3 -0.1 0.4
0.2 -0.1 0.0
-0.2 -0.3 -0.1
0.6 0.2 0.0
-0.1 0.3 0.5
-2.2 1.6 -0.3
0.1 0.0 -0.6
0.1 0.3 -0.2
0.0 0.1 0.2
-0.8 0.5 -0.2
0.1 0.1 0.2
0.0 0.0 0.2
0.0 0.5 0.0
-0.5 -0.6 0.1
-0.1 -0.2 0.0
-0.1 0.0 0.0
0.0 0.0 0.2
-0.2 -0.2 0.0
-0.2 0.2 0.0
0.1 0.4 -0.2
0.0 0.0 0.1
0.0 0.3 -0.3
0.2 0.3 -0.1
0.5 0.9 0.5
-0.1 -0.4 -0.1
0.4 -0.4 -0.9
0.2 0.2 0.0
-0.2 -0.1 0.0
-0.4 -0.7 -0.2
0.1 0.1 0.5
0.0 0.0 -0.2

* frontier orbital gap: 6.96 eV
* LUMO energy: -0.430 eV
* largest force on an atom: 0.067 Eh/bohr
* total energy: -3008.7322 a.u.

Atomic partial charges in e from the Löwdin method, atoms 1 to 4: -0.187 -0.120 -0.111 0.358

2.
Entry from the OMol25 dataset: a cluster of 2 separate species, C3H5NO2 in total (ωB97M-V/def2-TZVPD).

Element x y z (Å)
H (-1.37188, -1.26923, 0.99142)
H (1.21647, -1.42514, -2.32818)
H (2.01088, 0.71933, 0.91584)
C (0.25780, 0.17264, 0.54113)
H (1.49952, -1.19884, -1.67763)
H (-1.02932, -1.07102, -0.76906)
C (-1.00284, -0.59726, 0.21433)
O (-0.52627, 2.59060, 0.64158)
N (1.46278, -0.12332, 0.72366)
O (-1.73529, 0.66461, 0.21354)
C (-0.62816, 1.41333, 0.50443)

Cartesian forces, eV/Å:
0.1 0.1 -0.1
0.0 0.0 0.0
0.0 -0.1 0.0
0.4 -0.3 0.0
0.0 -0.1 -0.1
0.0 0.1 0.1
0.0 -0.3 0.0
-0.1 -0.7 -0.1
-0.4 0.2 0.0
-0.1 0.1 0.0
0.1 0.8 0.1

* ΔE to the lowest compared entry with this formula, charge and spin: 251.9 kJ/mol
* frontier orbital gap: 10.43 eV
* LUMO energy: -0.154 eV
* largest force on an atom: 0.016 Eh/bohr
* total energy: -322.4784 a.u.
* SMILES: [H]/N=C1/COC1=O.[H][H]

Atomic partial charges in e from the Löwdin method, atoms 1 to 4: 0.130 0.034 0.083 -0.272

3.
Entry from the OMol25 dataset: a structure of composition C10H23AsF5GeKSSe (ωB97M-V/def2-TZVPD).

Element x y z (Å)
C (3.44485, 0.57339, 1.55173)
C (2.85513, -2.00310, -0.37894)
H (-4.53623, 2.31341, -3.36350)
H (0.25217, -0.16583, 0.74506)
H (0.26134, -0.04829, -1.03502)
H (3.05749, 0.47456, -2.56865)
H (2.64337, -2.21580, -1.42893)
H (3.88385, -2.31344, -0.19259)
H (-2.72658, 2.77142, -1.07748)
H (2.76796, 0.46187, 2.39727)
C (-2.75206, 1.73487, -0.74229)
H (-1.79420, 1.46434, -0.30424)
H (-3.53255, 1.60067, 0.00417)
C (-1.11548, 0.33841, 3.26627)
As (-3.13325, 0.56030, -2.21614)
Se (1.65363, -3.17839, 0.60414)
F (-0.22331, -1.39954, 4.49305)
H (-4.95218, 0.66954, -3.92088)
H (4.36291, 0.02492, 1.76482)
H (3.39338, 1.89089, -1.56311)
H (1.51384, -3.25516, 3.08332)
C (0.71653, 0.32266, -0.11288)
H (-0.81774, 0.36906, -3.14671)
C (2.10536, -2.63733, 2.41245)
F (0.02664, 1.04791, 3.16972)
H (-2.02745, 0.36309, -4.44275)
H (3.69609, 1.62990, 1.45249)
H (0.53722, 1.39520, -0.02991)
F (-1.80375, 0.85876, 4.29779)
Ge (2.63141, -0.06378, -0.10481)
H (4.56503, 0.57296, -1.65295)
S (-3.39863, -1.43543, -1.66519)
C (-0.82351, -1.14737, 3.26627)
C (-4.70848, 1.28267, -3.05585)
H (1.81788, -1.60460, 2.58206)
H (3.16586, -2.80100, 2.59055)
F (-2.16002, -1.70530, 3.42817)
C (3.50038, 0.80762, -1.62898)
K (-1.66498, -2.15983, 0.88818)
H (-5.52724, 1.23622, -2.34081)
C (-1.73117, 0.83587, -3.50833)
F (-1.85268, 0.63105, 2.14361)
H (-1.57082, 1.90259, -3.66019)

Cartesian forces, eV/Å:
0.0 0.0 0.0
0.0 0.0 0.0
0.0 0.0 0.0
0.0 0.0 0.0
0.0 0.0 0.0
0.0 0.0 0.0
0.0 0.0 0.0
0.0 0.0 0.0
0.0 0.0 0.0
0.0 0.0 0.0
0.0 0.0 0.0
0.0 0.0 0.0
0.0 0.0 0.0
-0.1 0.0 0.0
0.0 0.0 0.0
0.0 -0.1 0.0
0.0 0.0 0.0
0.0 0.0 0.0
0.0 0.0 0.0
0.0 0.0 0.0
0.0 0.0 0.0
0.0 0.0 0.0
0.0 0.0 0.0
0.0 0.0 0.0
0.0 0.0 0.0
0.0 0.0 0.0
0.0 0.0 0.0
0.0 0.0 0.0
0.0 0.0 0.0
0.0 0.0 0.0
0.0 0.0 0.0
0.0 0.0 -0.1
0.0 0.0 0.0
0.0 0.0 0.0
0.0 0.0 0.0
0.0 0.0 0.0
0.1 0.0 0.0
0.0 0.0 0.0
0.0 -0.1 -0.1
0.0 0.0 0.0
0.0 0.0 0.0
0.0 0.0 0.0
0.0 0.0 0.0

* ΔE to the lowest compared entry with this formula, charge and spin: 0.0 kJ/mol
* frontier orbital gap: 7.41 eV
* LUMO energy: 0.079 eV
* largest force on an atom: 0.002 Eh/bohr
* total energy: -8606.3917 a.u.

Atomic partial charges in e from the Löwdin method, atoms 1 to 4: -0.208 -0.622 0.039 -0.030